1.
DFT (the ωB97M-V functional and the def2-TZVPD basis) results for a structure of composition C27H73F6N4O14S2Sr at a distorted geometry.

```
! wB97M-V def2-TZVPD RIJCOSX def2/J DEFGRID3
* xyz 1 1
Sr -3.374 -2.420 -0.581
C 0.513 -0.934 0.514
F 1.757 -0.565 0.639
F 0.351 -2.195 0.952
F -0.285 -0.143 1.246
S 0.005 -0.893 -1.279
O 0.662 0.228 -1.859
O 0.345 -2.175 -1.769
N -1.616 -0.729 -1.166
S -2.215 0.359 -2.212
O -1.601 0.284 -3.489
O -3.646 0.170 -2.161
C -1.810 2.060 -1.517
F -2.959 2.748 -1.578
F -1.398 1.960 -0.256
F -0.906 2.665 -2.257
C 4.466 -0.230 -2.054
O 5.463 -0.874 -2.859
H 4.554 -0.537 -1.006
H 4.673 0.845 -2.030
H 3.470 -0.412 -2.451
H 6.081 -0.214 -3.176
C 1.105 -4.053 3.737
C 2.129 -4.340 4.822
O 3.041 -5.340 4.375
H 0.509 -3.159 3.947
H 0.413 -4.890 3.591
H 1.605 -3.932 2.778
H 1.680 -4.564 5.792
H 2.699 -3.423 4.997
H 2.732 -6.186 4.708
C 2.351 -5.169 -0.309
C 2.892 -4.916 -1.700
O 1.898 -4.420 -2.621
H 1.471 -5.817 -0.354
H 2.017 -4.268 0.212
H 3.144 -5.662 0.257
H 3.237 -5.847 -2.152
H 3.773 -4.265 -1.675
H 1.742 -3.503 -2.375
C -5.090 5.246 -2.417
C -5.657 6.591 -1.995
O -6.115 7.358 -3.099
H -5.442 4.472 -1.726
H -4.006 5.191 -2.326
H -5.523 4.935 -3.367
H -4.915 7.181 -1.449
H -6.517 6.436 -1.346
H -5.345 7.648 -3.599
C -6.277 1.930 -1.568
C -6.888 0.630 -2.014
O -7.717 0.049 -0.978
H -7.054 2.632 -1.273
H -5.726 2.334 -2.418
H -5.554 1.786 -0.766
H -6.101 -0.085 -2.270
H -7.539 0.736 -2.885
H -8.554 -0.207 -1.374
C -1.459 6.096 -2.208
C -2.227 7.305 -1.707
O -2.689 8.134 -2.769
H -0.428 6.365 -2.446
H -1.909 5.682 -3.111
H -1.415 5.332 -1.428
H -1.543 7.882 -1.073
H -3.088 7.032 -1.102
H -1.920 8.506 -3.210
C -0.852 3.912 2.978
C -1.868 2.866 3.417
O -1.358 1.548 3.336
H -1.064 4.912 3.352
H -0.878 3.949 1.882
H 0.160 3.637 3.269
H -2.806 2.937 2.849
H -2.201 3.042 4.442
H -1.316 1.195 2.447
C 5.580 1.166 3.670
C 4.500 1.875 2.896
C 3.119 1.700 3.518
O 2.948 0.375 3.933
C 1.660 0.019 4.380
N 4.835 3.285 2.688
H 5.296 0.159 3.945
H 5.750 1.710 4.618
H 6.559 1.253 3.203
H 4.468 1.435 1.892
H 2.351 1.968 2.768
H 2.980 2.402 4.360
H 1.367 0.583 5.272
H 1.716 -1.055 4.538
H 0.896 0.242 3.622
H 4.139 3.693 2.067
H 4.732 3.810 3.554
C -3.781 -5.082 -3.660
C -3.337 -3.650 -3.932
C -4.481 -2.671 -3.760
O -5.027 -2.615 -2.424
C -6.393 -2.998 -2.282
N -2.284 -3.303 -2.941
H -4.164 -5.211 -2.641
H -2.985 -5.789 -3.885
H -4.651 -5.351 -4.265
H -2.945 -3.557 -4.947
H -5.311 -2.781 -4.460
H -4.084 -1.664 -3.945
H -7.023 -2.349 -2.890
H -6.701 -2.866 -1.241
H -6.571 -4.053 -2.507
H -1.593 -4.051 -2.928
H -1.749 -2.469 -3.184
C 4.349 -2.256 2.624
C 4.970 -2.821 1.370
C 6.253 -2.082 1.018
O 6.069 -0.691 1.160
C 7.216 -0.029 0.647
N 5.314 -4.261 1.546
H 3.957 -1.251 2.496
H 5.071 -2.250 3.449
H 3.565 -2.928 2.965
H 4.254 -2.735 0.545
H 6.511 -2.332 -0.021
H 7.073 -2.418 1.671
H 6.958 1.024 0.545
H 7.489 -0.482 -0.308
H 8.043 -0.110 1.361
H 4.742 -4.671 2.279
H 6.268 -4.301 1.891
*
```

HOMO energy in eV: -10.56
Strongest force on any atom in eV/A: 1.68
Lowest unoccupied orbital energy in eV: -4.593


2.
DFT (the ωB97M-V functional and the def2-TZVPD basis) results for a cluster of 11 separate species, C27H74N2O11 in total at a distorted geometry.

```
! wB97M-V def2-TZVPD RIJCOSX def2/J DEFGRID3
* xyz 0 1
C 15.499 11.332 13.817
C 16.697 10.424 14.127
C 17.505 10.785 15.438
C 16.148 8.969 14.386
C 15.487 8.393 13.159
C 16.506 8.202 12.072
C 17.318 9.504 11.791
C 18.651 9.093 11.120
C 16.449 10.334 10.762
N 17.691 10.123 13.091
O 18.296 11.375 12.846
H 15.894 12.263 13.454
H 14.776 10.886 13.152
H 14.857 11.632 14.687
H 17.680 11.846 15.560
H 16.881 10.464 16.244
H 18.442 10.300 15.483
H 16.981 8.329 14.767
H 15.479 9.033 15.232
H 14.969 7.421 13.402
H 14.668 9.009 12.791
H 16.132 7.788 11.152
H 17.197 7.415 12.424
H 19.191 10.007 10.782
H 18.396 8.465 10.233
H 19.274 8.530 11.800
H 16.858 11.368 10.609
H 15.452 10.428 11.170
H 16.405 9.778 9.854
H 19.232 11.215 12.929
C 11.864 18.882 12.626
C 11.280 18.454 11.310
C 11.594 19.429 10.155
C 11.982 17.085 10.857
C 11.258 16.276 9.778
C 9.813 16.064 10.291
C 9.023 17.317 10.577
C 8.774 17.992 9.224
C 7.740 17.006 11.402
N 9.868 18.104 11.575
O 9.190 19.373 11.856
H 12.900 19.141 12.571
H 11.215 19.670 13.121
H 11.770 18.089 13.388
H 11.503 19.202 9.084
H 10.983 20.294 10.337
H 12.596 19.794 10.367
H 12.984 17.414 10.522
H 12.041 16.325 11.630
H 11.213 16.727 8.773
H 11.668 15.297 9.728
H 9.807 15.562 11.331
H 9.279 15.369 9.635
H 8.349 17.130 8.640
H 9.706 18.270 8.818
H 8.133 18.908 9.153
H 6.776 16.789 10.873
H 7.565 17.783 12.136
H 7.920 16.152 11.997
H 9.010 19.823 10.986
C 12.398 14.104 6.957
O 13.426 15.001 7.471
H 11.948 13.544 7.794
H 11.628 14.727 6.552
H 12.765 13.466 6.128
H 13.752 14.644 8.298
C 14.270 14.973 13.284
O 14.195 14.793 14.681
H 14.270 14.099 12.708
H 13.479 15.588 12.809
H 15.207 15.559 13.024
H 13.203 14.793 14.694
C 11.061 13.829 13.992
O 11.418 15.040 14.565
H 10.134 13.892 13.455
H 11.833 13.556 13.324
H 11.053 12.985 14.788
H 10.664 15.684 14.546
C 16.901 17.280 15.732
O 17.321 16.265 14.765
H 16.478 18.180 15.331
H 16.182 16.969 16.495
H 17.857 17.604 16.267
H 16.613 15.696 14.544
C 18.618 14.781 10.691
O 18.046 13.404 10.783
H 19.597 14.655 10.980
H 18.353 15.172 9.708
H 18.025 15.357 11.432
H 18.250 13.114 11.649
C 16.087 13.183 8.299
O 15.520 13.713 9.459
H 15.229 12.726 7.803
H 16.390 13.996 7.685
H 16.821 12.449 8.386
H 16.192 13.614 10.164
C 12.887 11.935 11.591
O 12.713 12.867 10.539
H 13.371 11.052 11.191
H 13.461 12.311 12.428
H 11.879 11.670 11.988
H 13.587 13.227 10.278
C 9.172 17.615 15.140
O 9.453 16.706 14.114
H 8.170 18.080 15.014
H 9.055 17.098 16.136
H 9.953 18.370 15.289
H 9.441 17.149 13.237
C 15.600 17.565 7.591
O 14.323 17.823 7.005
H 16.159 18.499 7.667
H 15.540 17.283 8.680
H 16.063 16.795 6.992
H 13.832 16.973 6.990
*
```

HOMO energy in eV: -8.91
Strongest force on any atom in eV/A: 4.41
Energy relative to the best compared isomer or geometry (same formula, charge and spin) in kJ/mol: 303.0
Lowest unoccupied orbital energy in eV: 0.613


3.
DFT (the ωB97M-V functional and the def2-TZVPD basis) results for a cluster of 11 separate species, C27H76N4O11 in total at a distorted geometry.

```
! wB97M-V def2-TZVPD RIJCOSX def2/J DEFGRID3
* xyz 0 1
N 3.018 2.866 1.714
C 3.230 2.623 0.437
N 3.387 1.331 0.151
O 3.176 3.633 -0.458
H 2.623 3.829 1.816
H 2.542 2.112 2.297
H 3.734 1.166 -0.849
H 3.604 0.654 0.896
N 1.177 0.261 -0.810
C 0.159 0.268 -0.072
N -0.848 -0.331 -0.575
O 0.178 0.893 1.191
H 2.020 0.710 -0.375
H 1.215 -0.219 -1.697
H -1.808 -0.225 -0.030
H -0.833 -0.920 -1.451
C 1.747 -5.308 -3.306
C 2.299 -4.206 -2.509
C 1.327 -3.064 -2.190
O 2.711 -4.430 -1.369
H 1.406 -4.958 -4.298
H 0.904 -5.678 -2.731
H 2.485 -5.998 -3.648
H 3.119 -3.780 -2.999
H 1.690 -2.073 -1.763
H 0.481 -3.330 -1.607
H 0.897 -2.664 -3.119
H 2.059 -4.825 -0.798
C -0.175 3.943 -0.764
C -1.419 3.038 -0.894
C -2.767 3.701 -0.900
O -1.333 2.302 -1.912
H 0.551 3.356 -0.281
H -0.422 4.777 -0.124
H 0.318 4.361 -1.695
H -1.457 2.421 -0.044
H -2.963 4.266 -1.817
H -2.771 4.488 -0.176
H -3.540 3.006 -0.659
H -1.262 1.364 -1.613
C -2.728 2.423 2.842
C -1.860 3.641 2.846
C -1.667 4.342 4.236
O -0.686 3.438 2.482
H -2.937 2.182 1.806
H -3.682 2.575 3.353
H -2.194 1.622 3.318
H -2.229 4.344 2.150
H -1.597 3.542 4.928
H -2.561 4.875 4.438
H -0.779 4.932 4.323
H -0.540 2.582 2.042
C 1.846 2.027 -3.438
C 1.175 0.735 -3.823
C 0.621 0.568 -5.222
O 1.857 -0.250 -3.618
H 1.194 2.862 -3.708
H 2.752 2.085 -4.007
H 2.043 2.111 -2.378
H 0.336 0.603 -3.158
H 1.494 0.839 -5.928
H -0.217 1.250 -5.296
H 0.154 -0.323 -5.642
H 2.581 0.154 -3.150
C -4.031 -2.160 -2.557
C -2.789 -1.556 -3.123
C -2.751 -0.038 -3.060
O -1.743 -2.030 -2.673
H -4.882 -1.998 -3.144
H -4.214 -1.655 -1.625
H -3.783 -3.243 -2.447
H -2.739 -1.830 -4.208
H -1.938 0.372 -3.575
H -2.770 0.381 -2.038
H -3.673 0.273 -3.529
H -1.521 -2.889 -3.053
C 0.679 -0.448 4.616
C 1.238 0.840 4.102
C 2.386 1.326 4.976
O 1.770 0.743 2.979
H 0.452 -0.443 5.693
H 1.300 -1.276 4.296
H -0.247 -0.623 4.001
H 0.415 1.624 4.048
H 3.220 0.589 5.056
H 2.000 1.598 5.952
H 2.817 2.208 4.552
H 1.041 0.688 2.350
C -3.668 -1.116 2.885
C -2.908 -1.120 1.550
C -3.195 -2.360 0.748
O -3.314 -0.206 0.806
H -3.231 -1.886 3.497
H -4.666 -1.249 2.565
H -3.628 -0.226 3.487
H -1.838 -1.037 1.764
H -2.766 -2.401 -0.266
H -4.235 -2.641 0.611
H -2.782 -3.171 1.377
H -4.289 -0.158 0.730
C 0.190 -3.400 3.031
C 0.660 -2.487 1.892
C 2.137 -2.389 1.510
O -0.009 -2.733 0.869
H -0.740 -3.055 3.425
H 0.942 -3.490 3.784
H 0.061 -4.434 2.697
H 0.408 -1.474 2.118
H 2.439 -1.484 0.889
H 2.516 -3.275 0.984
H 2.704 -2.149 2.419
H -0.257 -1.889 0.451
C 4.319 -0.746 -1.703
O 4.134 0.484 -2.359
H 4.260 -0.807 -0.623
H 5.321 -1.028 -1.976
H 3.662 -1.598 -1.989
H 4.753 0.527 -3.111
*
```

HOMO energy in eV: -8.80
Strongest force on any atom in eV/A: 12.96
Energy relative to the best compared isomer or geometry (same formula, charge and spin) in kJ/mol: 797.5
Lowest unoccupied orbital energy in eV: 0.201


4.
DFT (the ωB97M-V functional and the def2-TZVPD basis) results for a cluster of 8 separate species, C27H76N6O9 in total at a distorted geometry.

```
! wB97M-V def2-TZVPD RIJCOSX def2/J DEFGRID3
* xyz 0 1
C 0.735 1.851 0.857
O 0.107 2.684 -0.099
C -0.852 3.533 0.493
C -1.060 4.795 -0.305
C 0.122 5.747 -0.437
N -2.186 5.567 0.231
H 1.231 2.450 1.622
H 1.391 1.150 0.346
H 0.029 1.209 1.401
H -1.794 2.966 0.525
H -0.676 3.784 1.548
H -1.259 4.444 -1.330
H 0.421 6.127 0.544
H -0.138 6.593 -1.070
H 0.999 5.225 -0.824
H -3.071 5.073 0.194
H -2.317 6.394 -0.339
C -3.447 0.121 -2.270
O -3.142 -1.022 -1.475
C -3.669 -2.192 -2.045
C -3.535 -3.357 -1.069
C -2.071 -3.786 -0.837
N -4.373 -4.500 -1.399
H -3.227 1.017 -1.696
H -4.538 0.117 -2.397
H -2.984 0.101 -3.255
H -4.725 -2.017 -2.287
H -3.264 -2.483 -3.026
H -3.936 -2.911 -0.152
H -1.726 -4.206 -1.789
H -1.971 -4.530 -0.054
H -1.479 -2.878 -0.703
H -4.476 -5.104 -0.587
H -3.869 -5.152 -2.001
C -1.510 1.726 -2.593
O -2.038 1.047 -3.720
C -1.099 0.192 -4.348
C -0.070 0.977 -5.170
C -0.670 1.768 -6.325
N 0.854 -0.047 -5.689
H -0.835 1.107 -1.994
H -2.393 1.948 -1.993
H -0.962 2.634 -2.853
H -0.570 -0.406 -3.596
H -1.693 -0.460 -4.990
H 0.523 1.639 -4.527
H -1.113 1.067 -7.036
H 0.084 2.286 -6.920
H -1.421 2.465 -5.957
H 1.180 -0.573 -4.872
H 1.755 0.306 -6.011
C 7.017 -0.799 4.010
O 7.042 0.060 2.903
C 5.748 0.378 2.443
C 5.805 1.337 1.253
C 6.420 2.688 1.572
N 4.402 1.500 0.809
H 6.457 -0.400 4.864
H 8.049 -0.978 4.309
H 6.596 -1.777 3.745
H 5.108 -0.487 2.224
H 5.204 0.862 3.267
H 6.358 0.792 0.478
H 6.160 3.363 0.752
H 7.504 2.607 1.604
H 6.004 3.131 2.474
H 4.466 1.914 -0.120
H 4.021 0.581 0.589
C 3.351 -3.003 4.851
O 2.003 -2.981 4.484
C 1.698 -1.925 3.581
C 0.180 -1.825 3.434
C -0.359 -2.850 2.419
N -0.114 -0.462 2.973
H 4.033 -2.844 4.007
H 3.651 -3.958 5.284
H 3.533 -2.243 5.621
H 2.097 -0.989 3.989
H 2.201 -2.099 2.622
H -0.301 -2.062 4.385
H -0.081 -3.875 2.690
H 0.087 -2.708 1.433
H -1.439 -2.738 2.364
H 0.447 -0.264 2.147
H -1.078 -0.456 2.613
C -7.540 -0.507 1.682
O -6.301 -1.074 2.012
C -5.209 -0.368 1.469
C -3.885 -0.786 2.106
C -3.823 -0.476 3.600
N -2.789 -0.014 1.472
H -8.292 -1.244 1.966
H -7.659 -0.293 0.615
H -7.758 0.418 2.228
H -5.153 -0.464 0.377
H -5.354 0.700 1.704
H -3.703 -1.833 1.863
H -4.218 0.541 3.704
H -2.829 -0.515 4.037
H -4.525 -1.080 4.177
H -2.755 -0.189 0.467
H -3.012 0.977 1.542
O 1.883 -1.579 -3.369
C 3.311 -1.330 -3.382
C 3.693 -0.540 -2.148
O 3.716 -1.353 -0.971
H 1.794 -2.342 -2.786
H 3.794 -2.311 -3.422
H 3.514 -0.788 -4.306
H 3.045 0.315 -1.961
H 4.710 -0.132 -2.237
H 4.315 -2.090 -1.134
C 0.260 -0.504 -0.618
O 1.321 -0.671 0.291
H 0.542 0.121 -1.475
H -0.122 -1.460 -0.995
H -0.581 0.017 -0.159
H 2.065 -1.125 -0.136
*
```

HOMO energy in eV: -8.39
Strongest force on any atom in eV/A: 5.39
Energy relative to the best compared isomer or geometry (same formula, charge and spin) in kJ/mol: 266.0
Lowest unoccupied orbital energy in eV: -0.079